ORCA calculation (ωB97M-V/def2-TZVPD) on C20H35N4NiOPS as an isolated structure.

Each line ends with the natural charge from an NBO analysis.
Cartesian coordinates (Å):
1 Ni 0.027 -0.056 -2.245  1.363
2 S 2.234 -0.333 -2.765  -0.449
3 P -0.311 0.458 0.976  1.929
4 O -0.281 -1.851 -2.826  -0.760
5 N -1.339 2.445 -2.265  -0.346
6 N -0.829 1.636 -3.191  -0.357
7 N -0.524 0.702 -0.535  -1.707
8 N 0.842 -2.618 -2.952  -0.100
9 C 0.321 -1.268 1.406  -0.392
10 C 1.797 -1.352 0.984  -0.620
11 C 2.103 -2.067 -3.007  0.024
12 C -0.432 -2.316 0.562  -0.624
13 C -2.813 -0.549 1.679  -0.612
14 C 0.226 -1.681 2.879  -0.610
15 C 2.132 1.757 0.678  -0.623
16 C 0.309 3.115 1.610  -0.608
17 C 3.170 -2.897 -3.226  -0.321
18 C 0.944 1.717 1.659  -0.380
19 C -2.736 1.840 1.204  -0.612
20 C -1.941 3.503 -2.817  -0.049
21 C -1.812 3.381 -4.193  -0.366
22 C -1.872 0.996 3.391  -0.613
23 C -1.954 0.707 1.889  -0.382
24 C 1.698 -4.813 -3.323  -0.247
25 C 1.482 1.493 3.075  -0.613
26 C -1.100 2.186 -4.370  -0.039
27 C 3.000 -4.308 -3.403  -0.367
28 C 0.632 -3.985 -3.103  -0.134
29 H -2.477 -1.396 2.272  0.202
30 H -3.729 1.893 1.661  0.193
31 H -0.476 3.252 2.351  0.195
32 H -1.304 0.244 3.937  0.213
33 H 1.803 1.626 -0.353  0.260
34 H 0.707 -2.658 2.989  0.207
35 H 1.957 -1.022 -0.044  0.258
36 H 1.502 -5.874 -3.430  0.194
37 H -2.830 -0.844 0.630  0.237
38 H 1.088 3.852 1.822  0.200
39 H -0.770 1.705 -5.276  0.216
40 H 2.627 2.729 0.763  0.191
41 H 2.075 0.583 3.149  0.209
42 H 2.874 0.992 0.890  0.212
43 H 0.191 -3.211 0.485  0.209
44 H -0.396 -4.294 -3.010  0.202
45 H -2.175 4.054 -4.949  0.218
46 H -2.273 2.817 1.310  0.206
47 H -1.435 1.970 3.603  0.203
48 H -1.164 2.028 -1.280  0.483
49 H -0.804 -1.796 3.218  0.198
50 H 2.145 2.327 3.332  0.199
51 H 2.105 -2.399 1.044  0.207
52 H -2.887 1.002 3.803  0.199
53 H -0.095 3.332 0.620  0.222
54 H -2.411 4.256 -2.208  0.208
55 H 4.152 -2.444 -3.243  0.203
56 H 3.845 -4.955 -3.584  0.187
57 H -0.633 -1.986 -0.457  0.260
58 H -2.860 1.626 0.144  0.234
59 H -3.837 -0.319 1.988  0.196
60 H 0.698 1.455 3.831  0.205
61 H -1.374 -2.613 1.020  0.193
62 H 0.733 -0.993 3.554  0.205
63 H 2.452 -0.784 1.643  0.189

Output
* E_tot: -90482.79236 eV
* expectation value of S²: 3.7724
* LUMO (alpha / beta): 2.594 / 2.593 eV
* 2S+1: 4
* net charge: -1


ORCA calculation (ωB97M-V/def2-TZVPD) on one molecule with the formula C20H25N5O4S.

Each line ends with the natural charge from an NBO analysis.
Cartesian coordinates (Å):
1 S 3.972 2.401 -0.549  0.248
2 O -2.001 -1.018 -1.898  -0.662
3 O -7.767 -0.698 0.613  -0.486
4 O 2.746 0.688 2.449  -0.633
5 O -0.626 2.390 1.318  -0.652
6 N 1.447 2.376 0.370  -0.593
7 N 3.397 -0.535 0.676  -0.441
8 N 0.247 0.101 -2.760  -0.790
9 N 1.880 1.200 -1.586  -0.526
10 N -1.655 0.749 -0.499  -0.584
11 C 0.108 1.986 0.428  0.624
12 C 3.079 -2.904 1.204  -0.404
13 C 2.263 1.933 -0.606  0.325
14 C -4.187 0.146 0.726  -0.169
15 C -8.231 -0.244 1.862  -0.254
16 C -2.403 -0.237 -1.037  0.675
17 C 4.234 -0.837 -0.463  -0.215
18 C 0.578 0.788 -1.655  0.404
19 C 2.406 -1.559 0.948  -0.226
20 C -3.794 -0.308 -0.529  -0.183
21 C 3.956 -3.294 0.014  -0.216
22 C -6.455 -0.545 0.307  0.313
23 C 4.409 1.670 1.083  -0.615
24 C -6.060 -1.017 -0.949  -0.260
25 C 4.671 -4.618 0.265  -0.597
26 C -5.501 0.029 1.143  -0.270
27 C 4.957 -2.167 -0.244  -0.405
28 C -4.752 -0.906 -1.352  -0.135
29 C -0.308 1.114 -0.637  -0.109
30 C 3.454 0.547 1.467  0.670
31 H -9.297 -0.465 1.877  0.203
32 H -7.741 -0.770 2.688  0.178
33 H -0.613 -0.458 -2.712  0.437
34 H 5.283 -4.891 -0.592  0.208
35 H 1.787 2.938 1.141  0.440
36 H 1.005 -0.177 -3.360  0.396
37 H 4.959 -0.044 -0.634  0.219
38 H 3.949 -5.413 0.439  0.210
39 H 5.563 -2.391 -1.123  0.212
40 H 5.441 1.336 0.999  0.244
41 H -2.064 1.299 0.255  0.434
42 H 3.695 -2.832 2.103  0.203
43 H 2.313 -3.660 1.377  0.215
44 H 3.594 -0.902 -1.351  0.207
45 H 4.345 2.444 1.849  0.247
46 H 1.738 -1.634 0.081  0.193
47 H -5.767 0.386 2.125  0.216
48 H 1.827 -1.239 1.816  0.252
49 H -6.806 -1.468 -1.584  0.227
50 H 5.625 -2.076 0.615  0.198
51 H 3.316 -3.402 -0.870  0.195
52 H -4.440 -1.277 -2.317  0.235
53 H -8.083 0.834 1.978  0.179
54 H -3.473 0.572 1.416  0.216
55 H 5.315 -4.544 1.138  0.202

Output
* E_tot: -47623.76388 eV
* SMILES string: COc1ccc(C(=O)Nc2c(N)nc(SCC(=O)N3CCC(C)CC3)[nH]c2=O)cc1
* LUMO: 0.359 eV
* relative energy (zero: lowest compared OMol25 entry of this formula, charge and spin): 0.000 eV
* 2S+1: 1